1.
Computed, not measured: an isolated ion of composition C3H3N2 and charge +1 in a non-equilibrium geometry, with the ωB97M-V functional and the def2-TZVPD basis.

Structure (XYZ):
```
8
Properties=species:S:1:pos:R:3:mulliken_charge:R:1
C 0.56 -1.25 0.28 0.690
C -0.33 -0.81 1.16 -0.320
C -0.19 0.90 -0.36 -0.069
N 0.95 -0.96 -0.85 -0.293
N -0.57 0.41 0.77 -0.017
H 0.07 1.99 -0.54 0.328
H 0.82 -1.16 -1.83 0.343
H -1.31 0.88 1.37 0.337
```

Summary:
Charge = +1
Energy above the lowest of the compared OMol25 structures with the same formula, charge and spin = 594.6 kJ/mol
HOMO-LUMO gap (spin up / spin down) = 7.035 / 7.435 eV
HOMO energy (spin up / spin down) = -0.543 / -0.545 Eh

2.
Computed, not measured: an isolated ion of composition C3H3N2O and charge +1 in a non-equilibrium geometry, with the ωB97M-V functional and the def2-TZVPD basis.

Structure (XYZ):
```
9
Properties=species:S:1:pos:R:3:mulliken_charge:R:1
C 0.33 0.37 0.83 -0.062
C -0.47 -0.29 -1.12 0.412
C -0.39 -1.05 0.04 -0.305
N -0.35 0.52 -1.92 -0.314
N 0.49 1.49 0.30 0.478
O 0.52 2.12 -0.68 -0.212
H 0.77 0.24 2.01 0.364
H 0.46 -1.86 0.11 0.309
H -1.36 -1.53 0.42 0.331
```

Summary:
Charge = +1
Energy above the lowest of the compared OMol25 structures with the same formula, charge and spin = 585.6 kJ/mol
HOMO-LUMO gap = 8.759 eV
SMILES = N#CCC=[N+]=O
HOMO energy = -0.634 Eh

3.
Computed, not measured: an isolated ion of composition C3H3N2O and charge +1 in a non-equilibrium geometry, with the ωB97M-V functional and the def2-TZVPD basis.

Structure (XYZ):
```
9
Properties=species:S:1:pos:R:3:mulliken_charge:R:1
C 0.13 0.81 0.96 0.322
C -0.24 0.23 -0.42 0.426
C -0.17 -0.91 -1.26 -0.797
N -0.70 1.33 -0.11 -0.199
N 0.66 1.05 2.02 0.603
O 1.02 1.32 3.06 -0.366
H -1.15 -1.02 -1.78 0.331
H -0.33 -1.77 -0.67 0.357
H 0.77 -1.04 -1.81 0.323
```

Summary:
Charge = +1
Energy above the lowest of the compared OMol25 structures with the same formula, charge and spin = 529.9 kJ/mol
HOMO-LUMO gap = 8.831 eV
SMILES = Cc1nc1=[N+]=O
HOMO energy = -0.588 Eh

4.
Computed, not measured: a 2-piece molecular cluster, C3H3N2O2 overall in a non-equilibrium geometry, with the ωB97M-V functional and the def2-TZVPD basis.

Structure (XYZ):
```
10
Properties=species:S:1:pos:R:3:mulliken_charge:R:1
C 1.17 -1.96 -0.37 0.119
C 0.43 0.33 -0.32 -0.016
C -2.42 0.17 0.32 0.707
N 0.81 -0.88 -0.21 0.083
N 0.92 1.36 0.22 -0.170
O -3.14 -0.16 -0.49 -0.261
O -1.54 0.46 0.99 -0.391
H 1.47 -2.87 -0.93 0.384
H 0.67 2.14 -0.22 0.269
H 1.63 1.42 1.00 0.276
```

Summary:
Charge = +1
Energy above the lowest of the compared OMol25 structures with the same formula, charge and spin = 254.0 kJ/mol
HOMO-LUMO gap (spin up / spin down) = 8.136 / 8.135 eV
HOMO energy (spin up / spin down) = -0.528 / -0.528 Eh